No. 1
C25H38BrCoN4SSi | ωB97M-V/def2-TZVPD

As for the HOMO energy (alpha / beta): -14.68 / -14.78 eV. Its spin multiplicity is 5. For the HOMO-LUMO gap (alpha / beta), the calculation gives 7.602 / 5.858 eV. For the energy above the lowest of the compared OMol25 structures with the same formula, charge and spin, the calculation gives 23.4 kJ/mol. The total charge is +2. The expectation value of S² is 6.03.

Last column: Mulliken charge in e.
Geometry (Å):
Co (0.135, 2.284, -2.145)  -0.213
N (3.376, 4.422, -0.370)  -0.279
C (2.257, 3.912, -0.836)  0.494
S (1.964, 3.684, -2.489)  -0.246
N (1.323, 3.703, 0.191)  -0.743
N (0.273, 3.064, -0.236)  0.756
C (-0.835, 3.071, 0.507)  -0.007
C (-0.918, 3.571, 1.858)  0.561
C (-1.983, 4.409, 2.233)  -0.206
C (-2.047, 4.915, 3.515)  -0.952
C (-1.079, 4.557, 4.448)  -0.409
C (-0.031, 3.711, 4.095)  -0.867
C (0.066, 3.236, 2.804)  -0.144
C (-2.011, 2.592, -0.240)  0.949
C (-3.211, 2.279, 0.378)  -0.405
C (-4.278, 1.842, -0.399)  -0.638
C (-4.113, 1.721, -1.765)  -0.610
C (-2.869, 2.010, -2.312)  -0.117
N (-1.844, 2.433, -1.577)  -0.537
H (4.136, 4.677, -0.983)  0.243
H (3.455, 4.607, 0.621)  0.261
H (-2.720, 4.712, 1.500)  0.580
H (-2.844, 5.591, 3.791)  0.446
H (-1.138, 4.944, 5.456)  0.438
H (0.709, 3.431, 4.831)  0.438
H (0.872, 2.569, 2.530)  0.430
H (-3.302, 2.345, 1.452)  0.652
H (-5.220, 1.589, 0.069)  0.495
H (-4.916, 1.390, -2.408)  0.472
H (-2.690, 1.891, -3.374)  0.483
C (3.169, -0.744, 0.056)  -1.817
C (2.567, -2.101, -0.334)  2.390
C (2.717, -3.052, 0.877)  -1.695
C (3.406, -2.667, -1.487)  -1.996
Si (0.710, -2.066, -0.776)  -1.350
Br (0.649, -0.106, -2.227)  0.124
C (-0.498, -1.555, 0.624)  2.629
C (0.135, -0.519, 1.561)  -2.098
C (-1.827, -0.978, 0.131)  -1.852
C (-0.815, -2.821, 1.452)  -1.783
C (0.077, -3.406, -1.975)  2.318
C (-1.451, -3.379, -2.106)  -1.910
C (0.657, -3.325, -3.393)  -1.729
C (0.488, -4.767, -1.365)  -1.690
H (4.245, -0.882, 0.186)  0.542
H (2.782, -0.357, 0.995)  0.314
H (3.034, 0.015, -0.717)  0.372
H (3.776, -3.116, 1.141)  0.514
H (2.381, -4.066, 0.664)  0.334
H (2.191, -2.693, 1.762)  0.352
H (4.452, -2.686, -1.173)  0.592
H (3.345, -2.054, -2.389)  0.376
H (3.134, -3.688, -1.746)  0.373
H (0.389, 0.407, 1.033)  0.099
H (1.032, -0.884, 2.055)  0.494
H (-0.586, -0.273, 2.347)  0.687
H (-1.687, -0.123, -0.531)  0.091
H (-2.392, -0.637, 1.006)  0.623
H (-2.444, -1.708, -0.386)  0.379
H (0.074, -3.264, 1.900)  0.370
H (-1.324, -3.588, 0.870)  0.369
H (-1.482, -2.548, 2.275)  0.528
H (-1.810, -2.422, -2.493)  0.311
H (-1.966, -3.593, -1.171)  0.342
H (-1.749, -4.152, -2.818)  0.637
H (0.310, -2.440, -3.928)  0.385
H (0.302, -4.196, -3.948)  0.540
H (1.743, -3.340, -3.427)  0.306
H (0.121, -4.914, -0.349)  0.344
H (1.567, -4.911, -1.366)  0.314
H (0.060, -5.565, -1.977)  0.545


No. 2
C25H38Cl7FLiN4O10 | ωB97M-V/def2-TZVPD

As for the HOMO energy: -4.55 eV. Its spin multiplicity is 1. For the HOMO-LUMO gap, the calculation gives 4.819 eV. The total charge is -1.

Last column: Mulliken charge in e.
Geometry (Å):
C (1.450, 4.957, 5.783)  -0.643
C (0.359, 4.144, 5.292)  -1.031
C (0.401, 2.573, 5.072)  1.179
C (0.386, 1.435, 6.212)  1.470
C (0.306, 1.771, 7.811)  -0.313
C (-1.230, 2.299, 8.150)  -0.693
N (-2.275, 1.371, 7.617)  -0.551
C (0.427, -0.100, 5.859)  -0.589
C (0.493, -0.595, 4.376)  0.874
C (0.526, -2.169, 4.056)  -0.219
C (1.829, -2.659, 3.249)  0.538
C (1.341, -3.624, 2.044)  -0.800
F (2.694, -1.584, 2.818)  -0.376
C (0.508, 0.520, 3.288)  0.124
C (0.485, 2.048, 3.604)  0.005
C (0.565, 2.826, 2.214)  0.092
O (0.496, 4.061, 1.996)  -0.593
N (0.779, 1.727, 1.243)  0.312
O (0.006, 1.806, 0.097)  -0.340
C (0.825, 2.336, -0.984)  -0.431
C (0.597, 1.634, -2.411)  -0.326
C (0.045, 0.124, -2.349)  -0.161
C (1.240, -0.976, -2.551)  -0.706
C (0.560, 0.330, 1.707)  -0.238
O (0.427, -0.717, 1.034)  -0.494
H (1.968, 5.678, 5.059)  0.232
H (1.738, 4.882, 6.898)  0.192
H (-0.638, 4.677, 5.059)  0.514
H (1.009, 2.625, 8.116)  0.234
H (0.416, 0.815, 8.447)  -0.130
H (-1.382, 2.422, 9.280)  0.310
H (-1.449, 3.372, 7.681)  0.344
H (-2.012, 0.376, 7.722)  0.178
H (-2.460, 1.539, 6.615)  0.310
H (0.393, -0.847, 6.716)  -1.517
H (0.568, -2.696, 5.089)  -0.216
H (-0.474, -2.466, 3.556)  0.357
H (2.458, -3.327, 3.955)  0.306
H (1.218, -4.671, 2.524)  0.214
H (2.113, -3.669, 1.191)  0.171
H (0.301, -3.314, 1.680)  0.215
H (1.947, 2.378, -0.697)  0.262
H (0.517, 3.450, -1.107)  0.214
H (-0.042, 2.258, -3.145)  0.289
H (1.643, 1.574, -2.911)  0.209
H (-0.620, -0.114, -1.453)  0.294
H (-0.627, -0.012, -3.286)  0.171
H (0.787, -1.822, -3.201)  0.015
H (1.566, -1.464, -1.571)  0.181
H (2.087, -0.526, -3.169)  0.277
C (0.542, -1.776, -6.632)  0.009
Cl (0.933, -0.298, -5.742)  -0.106
Cl (0.741, -3.208, -5.612)  -0.190
H (-0.490, -1.723, -6.970)  -0.048
H (1.207, -1.858, -7.491)  0.330
Li (0.991, -1.786, 8.232)  0.927
C (3.168, -7.214, 0.721)  -0.038
Cl (3.931, -6.177, -0.495)  -0.129
Cl (3.726, -6.784, 2.344)  -0.077
Cl (1.405, -7.098, 0.619)  -0.112
H (3.455, -8.245, 0.521)  0.352
C (-2.166, 1.338, -6.998)  -1.206
C (-2.278, 0.249, -8.032)  0.776
O (-1.292, -0.336, -8.471)  -0.700
N (-3.519, -0.079, -8.478)  -0.116
C (-4.789, 0.492, -8.083)  -0.835
H (-1.118, 1.490, -6.739)  0.194
H (-2.562, 2.274, -7.397)  0.392
H (-2.707, 1.052, -6.093)  0.383
H (-3.517, -0.816, -9.168)  0.232
H (-5.413, -0.308, -7.678)  0.334
H (-5.269, 0.906, -8.973)  0.244
H (-4.675, 1.275, -7.337)  0.314
C (-1.200, 3.725, -10.707)  -0.780
N (-2.198, 3.671, -9.607)  0.833
O (-3.045, 2.792, -9.660)  -0.483
O (-2.097, 4.512, -8.729)  -0.505
H (-1.411, 2.922, -11.411)  0.317
H (-1.295, 4.697, -11.189)  0.293
H (-0.214, 3.598, -10.262)  0.308
Cl (-1.349, 4.857, 7.388)  -0.641
O (2.046, -5.215, 5.386)  -0.601
Cl (1.648, -5.364, 6.769)  1.687
O (2.370, -4.402, 7.584)  -0.704
O (1.951, -6.701, 7.221)  -0.676
O (0.225, -5.118, 6.894)  -0.697


No. 3
C25H38F5IrN4O2PSbSe | ωB97M-V/def2-TZVPD

As for the HOMO energy (alpha / beta): -11.63 / -13.45 eV. Its spin multiplicity is 5. For the HOMO-LUMO gap (alpha / beta), the calculation gives 6.661 / 6.358 eV. The total charge is +2. The expectation value of S² is 6.03.

Last column: Mulliken charge in e.
Geometry (Å):
Ir (0.242, -0.121, -0.050)  1.625
C (1.511, 1.075, 4.251)  -1.890
C (0.871, 0.859, 2.923)  0.301
N (1.477, 0.413, 1.884)  0.628
O (2.767, -0.037, 1.985)  -0.538
C (-0.561, 1.110, 2.717)  0.279
C (-1.378, 2.028, 3.568)  -1.927
N (-1.033, 0.450, 1.718)  0.413
O (-2.184, 0.426, 1.227)  -0.593
H (2.582, 1.255, 4.159)  0.504
H (1.355, 0.210, 4.901)  0.377
H (1.059, 1.934, 4.744)  0.496
H (2.945, -0.321, 2.895)  0.315
H (-1.522, 1.625, 4.571)  0.421
H (-2.354, 2.171, 3.109)  0.434
H (-0.880, 2.994, 3.658)  0.436
F (-3.876, -3.244, 4.712)  -0.279
C (-2.914, -3.111, 3.820)  0.725
C (-1.649, -2.699, 4.213)  0.202
F (-1.394, -2.436, 5.488)  -0.303
C (-0.655, -2.550, 3.265)  0.625
F (0.560, -2.149, 3.665)  -0.432
C (-0.880, -2.794, 1.916)  -0.239
Se (0.506, -2.603, 0.643)  -0.242
C (-2.157, -3.206, 1.556)  0.031
F (-2.431, -3.419, 0.251)  -0.367
C (-3.169, -3.366, 2.480)  -0.018
F (-4.379, -3.746, 2.087)  -0.293
N (-2.650, -3.208, -3.760)  -0.067
C (-3.450, -2.446, -2.743)  -1.005
C (-2.662, -1.209, -2.313)  -0.689
N (-1.347, -1.569, -1.782)  0.665
C (-0.576, -2.317, -2.769)  -0.298
C (-1.299, -3.585, -3.221)  -0.905
H (-2.519, -2.620, -4.585)  0.374
H (-3.158, -4.041, -4.058)  0.364
H (-3.607, -3.105, -1.889)  0.377
H (-4.416, -2.185, -3.171)  0.470
H (-3.227, -0.680, -1.546)  0.384
H (-2.529, -0.533, -3.165)  0.393
H (-1.491, -2.163, -0.968)  -0.484
H (0.385, -2.600, -2.340)  0.109
H (-0.388, -1.664, -3.628)  0.359
H (-1.455, -4.252, -2.372)  0.339
H (-0.740, -4.113, -3.992)  0.459
C (-2.258, 2.351, -1.353)  -1.568
P (-0.507, 1.845, -1.289)  0.879
C (0.020, 2.162, -3.014)  -1.068
C (0.308, 3.187, -0.370)  0.440
C (-0.394, 4.021, 0.497)  -0.570
C (0.275, 5.020, 1.193)  -0.678
C (1.643, 5.190, 1.033)  -0.647
C (2.350, 4.353, 0.181)  -0.807
C (1.689, 3.349, -0.506)  -0.476
H (-2.745, 2.156, -0.400)  0.334
H (-2.767, 1.774, -2.125)  0.432
H (-2.320, 3.409, -1.606)  0.522
H (-0.153, 3.211, -3.249)  0.477
H (-0.558, 1.542, -3.701)  0.367
H (1.076, 1.931, -3.143)  0.205
H (-1.463, 3.912, 0.627)  0.409
H (-0.279, 5.671, 1.857)  0.484
H (2.155, 5.981, 1.564)  0.438
H (3.415, 4.488, 0.048)  0.476
H (2.244, 2.697, -1.172)  0.319
C (3.232, -0.227, -3.179)  -1.451
Sb (2.944, -0.275, -1.043)  0.948
C (4.599, 0.945, -0.430)  -1.301
C (3.797, -2.221, -0.753)  -1.205
H (4.248, -0.565, -3.377)  0.432
H (3.110, 0.778, -3.579)  0.450
H (2.527, -0.898, -3.669)  0.366
H (5.255, 0.316, 0.168)  0.459
H (4.252, 1.781, 0.171)  0.254
H (5.122, 1.304, -1.314)  0.448
H (4.817, -2.109, -0.391)  0.439
H (3.809, -2.748, -1.705)  0.390
H (3.224, -2.790, -0.027)  0.263


| no. | electronic energy (eV) | strongest force on any atom (hartree/bohr) | M (g/mol) |
| --- | --- | --- | --- |
| 1 | -158872.108 | 0.0087 | 593.6 |
| 2 | -143535.287 | 0.1011 | 828.7 |
| 3 | -134176.173 | 0.0181 | 945.5 |